1.
# C51H62BrN3O6PReS2

A molecular structure, C51H62BrN3O6PReS2 in a non-equilibrium geometry (ωB97M-V/def2-TZVPD, the OMol25 dataset).

Its largest force on an atom is 2.1 eV/A. The value obtained for the relative energy (zero: lowest compared OMol25 entry of this formula, charge and spin) is 0.00 kJ/mol. The total energy is -173777.526 eV. As for the total charge: +1. Its spin multiplicity is 4. The expectation value of S² is 3.770. Its HOMO-LUMO gap (spin up / spin down) is 0.2379 / 0.1960 Ha. The HOMO energy (spin up / spin down) comes out at -9.494 / -9.487 eV.

Geometry as XYZ:
```
127
Properties=species:S:1:pos:R:3:forces:R:3
Re -0.60350 0.14203 0.21362 0.03 -0.83 -1.97
Br -1.43168 -1.76921 1.74698 0.28 -0.11 0.32
S 2.52078 0.82288 -3.03926 -0.36 -0.43 0.04
S -1.06720 2.13452 -1.85708 -0.61 0.88 -0.56
P -1.17824 1.87019 1.79944 -0.13 0.60 0.97
O 0.09026 1.71063 -0.90902 -0.67 -0.75 0.39
O 3.21588 0.97876 1.79721 0.42 -0.04 -0.07
O -2.15473 2.60117 -1.01968 0.07 0.01 -0.06
O -1.35768 1.09945 -2.80000 0.15 -0.15 0.00
O -2.53958 -0.11612 -0.34654 0.56 0.10 0.24
O 0.19250 -1.08563 -1.30810 -0.49 0.87 0.57
N 0.93886 -1.39266 -3.50716 -0.52 0.45 0.14
N 1.34326 0.11716 1.00893 0.06 -0.10 -0.29
N 2.93027 -1.30668 -4.58035 -0.56 -0.21 0.10
C -2.82786 0.73048 3.74027 -0.06 0.10 0.01
C -6.57745 -3.05220 2.48552 -0.03 -0.08 -0.04
C 1.78356 -3.11319 0.12435 0.10 -0.03 0.12
C -8.00342 -2.65635 2.09484 0.02 0.00 -0.01
C -1.09235 3.65065 1.41373 -0.08 -0.04 -0.31
C 1.80321 2.46606 5.26211 -0.03 0.02 0.01
C -6.41773 -2.83215 3.99526 0.03 0.04 0.01
C -2.54483 -3.39383 -4.51850 0.04 0.02 -0.01
C -3.29516 -1.63847 1.30238 0.33 0.26 -0.21
C 1.77910 -2.22997 -6.56786 0.01 0.03 0.08
C -0.42500 3.52918 -2.70587 0.51 -0.10 0.12
C -4.50087 0.62662 -2.31646 0.15 -0.09 -0.10
C -2.01283 5.86943 1.35364 0.04 0.08 -0.02
C -0.80604 6.36452 0.88124 -0.07 -0.03 0.00
C 2.09488 -0.69315 -3.70609 0.72 0.19 0.21
C -1.13627 -2.29413 -2.90095 -0.20 0.23 0.25
C -3.31243 -3.93414 -3.49334 -0.02 0.00 0.01
C 2.64605 -2.08254 0.85576 -0.45 0.10 0.08
C -5.52455 -0.01204 -1.39181 -0.06 -0.08 0.12
C 3.63126 0.25293 0.59379 -0.13 0.09 0.00
C -5.22922 0.77000 3.63900 0.00 0.01 0.05
C -1.46182 -2.58032 -4.22494 -0.05 0.03 0.01
C 2.22944 1.82764 4.11529 0.08 -0.01 -0.05
C 1.33995 1.57260 3.06456 -0.02 0.02 0.07
C -6.47056 1.08983 -0.88869 0.06 0.04 0.05
C 2.44833 -0.64470 0.30663 0.13 -0.18 0.18
C -4.91768 -0.75157 -0.17316 0.19 0.15 -0.29
C 0.26706 5.50259 0.69156 0.03 0.02 0.04
C -6.33652 -1.01696 -2.23002 -0.06 0.05 0.09
C -2.15728 4.51640 1.62775 -0.06 -0.07 0.02
C 2.52589 -2.54345 -5.27538 -0.04 0.25 -0.01
C -5.53157 -2.25206 1.71208 -0.13 0.03 -0.08
C -4.19095 -2.35542 2.04696 0.18 -0.21 0.19
C -6.37302 -4.54324 2.16923 -0.02 0.00 0.01
C 5.36109 -1.19430 -4.14319 -0.01 -0.01 -0.01
C 4.19929 -0.73402 -5.01345 0.08 -0.12 0.12
C 0.05244 -1.44609 -2.56477 0.58 -0.69 -0.29
C -3.55342 -0.79567 0.21623 -0.19 -0.07 0.03
C -1.89920 -2.85257 -1.88200 -0.01 -0.04 -0.05
C 0.00449 1.95706 3.18714 0.04 -0.23 -0.06
C -3.94709 1.81542 1.89354 0.14 -0.01 0.04
C 0.12744 4.15124 0.95921 -0.05 -0.04 -0.06
C -5.83282 -1.45700 0.61315 -0.05 -0.12 -0.03
C 0.48326 2.88277 5.36737 0.01 0.02 0.05
C -2.98356 -3.66579 -2.17254 -0.08 -0.04 0.03
C -0.40169 2.63193 4.33551 -0.07 -0.02 0.03
C 2.45622 -2.17896 2.37264 0.11 0.00 -0.08
C -2.76850 1.48523 2.56627 -0.11 -0.06 -0.09
C 1.91296 0.88778 1.89214 -0.09 -0.38 -0.09
C -4.05718 0.37740 4.27328 0.02 -0.02 0.04
C -5.17381 1.47566 2.44683 -0.02 0.08 -0.03
H 3.17778 -1.56247 2.91818 -0.08 -0.02 0.00
H -1.91887 0.42494 4.24341 -0.03 0.02 0.01
H -6.08841 1.76282 1.94155 0.07 -0.05 0.03
H -2.85231 6.53838 1.50051 0.04 -0.05 0.03
H 1.89126 -3.11730 -4.61279 0.02 -0.15 0.05
H -5.42472 -3.11784 4.35348 -0.09 0.02 -0.02
H 3.68934 -2.31857 0.63221 0.05 -0.01 -0.03
H 3.25936 1.51520 4.02215 -0.02 0.03 0.01
H -3.10365 4.15004 2.00183 0.04 0.03 -0.03
H -7.25333 0.69492 -0.23566 0.03 0.04 -0.03
H -7.18175 -1.43825 -1.68028 0.05 0.02 -0.09
H 0.72013 -2.88470 0.20114 0.07 -0.07 0.01
H 2.03603 -3.14746 -0.93692 -0.07 0.02 0.01
H 4.54611 -0.28543 0.81750 0.04 0.04 0.14
H -6.58909 -1.78438 4.25660 0.02 -0.08 0.00
H -0.24571 4.31114 -1.96814 -0.01 0.00 -0.11
H 0.88836 -1.64076 -6.34111 0.05 -0.04 -0.04
H 4.12176 0.34426 -4.98372 -0.05 0.20 -0.05
H -6.46567 -4.72556 1.09531 0.02 0.00 0.06
H -3.84508 -2.98709 2.85879 -0.05 0.09 -0.06
H -2.78464 -3.61788 -5.55127 -0.01 0.04 0.05
H -5.91276 1.85566 -0.34027 -0.06 -0.04 -0.08
H -0.85218 -2.16417 -5.01425 -0.03 0.02 0.01
H 2.40172 -1.65027 -7.25231 -0.03 -0.05 -0.01
H -7.15067 -3.43930 4.53091 0.04 0.03 0.01
H 0.14658 3.41421 6.24892 0.00 -0.04 -0.03
H -4.09628 -0.20364 5.18824 -0.02 0.05 -0.06
H -3.56815 -4.09577 -1.36585 0.03 0.02 -0.04
H 1.95064 -4.10644 0.54949 0.01 0.06 -0.05
H -7.12520 -5.14772 2.68494 0.07 0.05 -0.03
H 2.50125 2.65238 6.06673 0.00 -0.01 -0.01
H 4.36346 -1.04338 -6.04807 -0.07 0.02 0.02
H -3.81596 -0.11329 -2.73624 0.02 0.03 0.03
H -8.17123 -1.58422 2.23502 -0.02 -0.06 -0.03
H -6.95361 1.57429 -1.74091 0.02 -0.02 0.04
H -4.15677 -4.57336 -3.72270 0.03 0.03 -0.01
H 6.29582 -0.77214 -4.51918 -0.04 -0.04 0.05
H 2.23209 -0.68294 -0.75487 0.04 0.16 -0.05
H 3.80403 0.97770 -0.19891 -0.03 0.12 0.01
H -1.17468 3.83520 -3.43513 0.02 -0.07 0.10
H 5.44932 -2.28374 -4.14907 0.01 0.06 0.01
H 3.42757 -3.12152 -5.48110 0.04 0.03 0.05
H -6.87031 -1.39475 0.31501 0.06 0.04 0.04
H 2.59128 -3.21239 2.69569 0.03 0.07 0.02
H -3.88782 2.32259 0.93583 -0.06 -0.01 0.01
H -3.91011 1.37488 -1.80489 0.09 0.10 0.04
H 0.50059 3.21975 -3.19678 -0.10 0.05 0.00
H 1.44819 -1.87305 2.66984 0.06 -0.03 0.01
H -1.61518 -2.68508 -0.85451 -0.03 0.05 0.02
H -5.70028 -1.83408 -2.56644 0.05 -0.08 -0.04
H -8.22777 -2.91751 1.05691 0.01 0.05 0.07
H 0.96583 3.48677 0.79171 0.02 0.00 -0.02
H 1.21561 5.88495 0.33522 -0.02 -0.02 0.01
H -0.70048 7.41955 0.66099 0.00 -0.04 0.02
H -5.38401 -4.88196 2.49031 -0.07 -0.01 -0.03
H 1.47294 -3.15178 -7.06873 0.05 0.08 0.02
H 5.21396 -0.85592 -3.11551 0.01 -0.02 -0.05
H -8.71359 -3.19213 2.72852 0.03 0.02 -0.05
H -5.02356 1.11241 -3.14623 0.01 -0.06 0.06
H -6.18978 0.52109 4.07652 0.07 0.01 -0.06
H -1.42688 2.97098 4.41517 0.03 0.03 0.01
H -6.73425 -0.50806 -3.11203 0.03 -0.03 0.06
```
Forces are in eV/Å.

Atomic partial charges in e from the Löwdin method, atoms 1 to 2:
1 Re 1.40
2 Br 1.00

2.
# C12H16AgO8

A molecular structure, C12H16AgO8 in a non-equilibrium geometry (ωB97M-V/def2-TZVPD, the OMol25 dataset).

Its largest force on an atom is 6.3 eV/A. The value obtained for the relative energy (zero: lowest compared OMol25 entry of this formula, charge and spin) is 209.13 kJ/mol. The total energy is -33057.231 eV. As for the total charge: -5. Its spin multiplicity is 1. Its HOMO-LUMO gap is 0.1138 Ha. The HOMO energy comes out at 6.414 eV.

Geometry as XYZ:
```
37
Properties=species:S:1:pos:R:3:forces:R:3
Ag -6.65390 -2.43407 -13.11913 -0.09 -0.07 0.31
O -9.36504 -9.57459 -16.81758 -0.06 1.57 0.48
O -3.42127 -3.73507 -11.88215 1.02 -1.45 0.76
O -6.24529 -0.02412 -16.25324 -0.92 0.81 -1.44
O -11.67126 -10.35677 -16.01938 -0.68 0.90 1.02
O -9.90767 -5.34040 -14.60398 -2.34 -3.25 -0.39
O -11.99563 -2.72437 -8.80845 1.20 1.64 1.54
O -12.54194 -6.35009 -13.74770 1.66 -0.61 -2.20
O -9.55127 -1.82993 -9.97717 -0.28 0.93 -0.77
C -9.55037 -7.36716 -15.57105 0.92 -5.50 -2.98
C -11.40316 -9.18223 -15.61025 -1.47 -0.94 -1.00
C -9.70767 -1.47204 -8.68230 0.44 -1.69 -1.26
C -11.12545 -1.90837 -8.02854 -1.16 -1.94 -2.10
C -3.21923 -4.91899 -11.12075 -1.97 2.42 -0.82
C -4.12187 -6.02148 -11.64874 0.51 -0.38 0.08
C -12.27441 -8.28896 -14.85164 1.82 -3.41 -2.90
C -9.98874 -8.72834 -16.13612 0.66 2.07 2.11
C -10.38059 -6.54109 -14.91690 0.27 4.62 1.38
C -11.80916 -7.05718 -14.56535 -1.13 4.47 4.32
C -7.55531 1.54973 -17.70428 0.53 -0.55 -0.41
C -7.09851 0.10458 -17.37208 0.59 -0.27 2.68
H -13.30005 -8.47497 -14.56905 0.04 -0.56 0.03
H -5.10023 -5.60008 -11.87970 0.20 -0.02 -0.33
H -8.20940 1.61857 -18.57350 -0.10 -0.34 -0.60
H -6.60129 -0.33137 -18.23858 -0.04 -0.08 -0.88
H -8.51125 -7.08408 -15.65163 0.12 0.11 -0.36
H -8.16535 1.99737 -16.91969 0.69 0.17 0.46
H -6.60270 2.00979 -17.96693 -0.14 0.98 0.39
H -3.60444 -6.45982 -12.50210 -0.51 -0.07 -0.46
H -11.59290 -0.96779 -7.73718 -0.44 1.03 0.16
H -9.45064 -0.43916 -8.44735 -0.64 1.66 0.06
H -8.02455 -0.43623 -17.17691 -0.48 -0.58 -0.23
H -2.19779 -5.27519 -10.98710 0.94 -0.24 -0.50
H -4.29513 -6.82121 -10.92866 0.09 -0.32 0.32
H -10.96125 -2.44286 -7.09288 0.71 -0.20 0.97
H -8.80832 -1.91273 -8.25211 0.27 -1.07 1.71
H -3.52875 -4.74733 -10.08982 -0.25 0.18 0.86
```
Forces are in eV/Å.

Atomic partial charges in e from the Löwdin method, atoms 1 to 2:
1 Ag 0.67
2 O -0.10

> Among the records above, which one has the lowest total charge?

C12H16AgO8

> What is the relative energy (zero: lowest compared OMol25 entry of this formula, charge and spin) in the second record?

209.13 kJ/mol